# 1
{
  "formula": "C2H5F2N",
  "method": "the ωB97M-V functional and the def2-TZVPD basis",
  "elements": ["F", "F", "N", "C", "C", "H", "H", "H", "H", "H"],
  "xyz": [[-2.57, 1.24, 0.23], [-2.84, -0.79, -0.53], [-2.58, -0.17, 0.64], [0.23, 0.30, -0.50], [-0.35, -0.56, 0.51], [-0.10, 1.28, -0.29], [0.07, -0.04, -1.49], [1.25, 0.33, -0.42], [-0.40, -1.63, 0.44], [-0.38, -0.10, 1.56]],
  "e_homo_ev": [-9.6, -8.8],
  "energy_ha": -333.45815,
  "homo_lumo_gap_ev": [9.71, 8.64],
  "e_above_lowest_ev": 6.631
}

=====

# 2
{
  "formula": "C31H23IN2OPSc",
  "method": "the ωB97M-V functional and the def2-TZVPD basis",
  "elements": ["I", "Sc", "P", "O", "N", "N", "C", "C", "C", "C", "C", "C", "C", "C", "C", "C", "C", "C", "C", "C", "C", "C", "C", "C", "C", "C", "C", "C", "C", "C", "C", "C", "C", "C", "C", "C", "C", "H", "H", "H", "H", "H", "H", "H", "H", "H", "H", "H", "H", "H", "H", "H", "H", "H", "H", "H", "H", "H", "H", "H"],
  "xyz": [[-2.39, 2.22, 0.46], [-1.00, 0.10, -1.07], [0.28, 0.14, 1.25], [0.11, -0.84, -2.17], [-1.75, 0.97, -2.90], [-1.95, 1.30, -5.05], [-0.69, 0.71, 5.66], [-2.77, 1.88, 5.31], [-2.85, 2.14, -4.45], [0.08, -0.65, -5.79], [-1.19, -3.51, 0.42], [-0.26, -0.38, -4.46], [1.16, -3.86, 0.82], [-3.71, 2.46, 4.51], [2.43, 1.85, 1.67], [-1.02, -2.16, 0.71], [-3.50, 2.46, 3.12], [1.94, 0.78, 0.93], [3.91, 0.84, -0.46], [0.44, 0.09, 5.23], [0.24, -1.65, 1.05], [1.41, -2.02, -3.76], [0.66, 0.01, 3.85], [-0.20, 0.55, 2.92], [-1.29, 0.60, -4.11], [-1.62, 1.28, 4.76], [4.40, 1.90, 0.29], [-2.39, 1.88, 2.55], [-2.73, 1.93, -3.12], [1.33, -2.51, 1.10], [0.43, -1.09, -3.46], [3.66, 2.41, 1.35], [-0.09, -4.35, 0.47], [-1.39, 1.23, 3.35], [1.72, -2.26, -5.09], [1.05, -1.57, -6.10], [2.68, 0.28, -0.15], [2.00, -4.53, 0.87], [2.31, -2.13, 1.35], [-1.92, -1.52, 0.75], [-3.28, 2.38, -2.32], [1.15, -0.33, 5.92], [-2.89, 1.88, 6.38], [1.29, -1.76, -7.14], [1.55, -0.51, 3.51], [-3.49, 2.79, -5.02], [-4.59, 2.92, 4.91], [1.91, -2.55, -2.96], [-0.21, -5.41, 0.25], [2.48, -2.98, -5.35], [-0.42, -0.14, -6.61], [4.04, 3.23, 1.93], [-1.80, 1.23, -6.04], [-0.91, 0.78, 6.72], [2.31, -0.55, -0.74], [4.49, 0.44, -1.28], [1.87, 2.25, 2.51], [5.36, 2.34, 0.05], [-4.24, 2.94, 2.50], [-2.17, -3.90, 0.17]],
  "e_homo_ev": -13.9,
  "charge": 2,
  "energy_ha": -2779.24642,
  "homo_lumo_gap_ev": 7.50,
  "e_above_lowest_ev": 0.325
}

=====

# 3
{
  "formula": "C2H3N2OS",
  "method": "the ωB97M-V functional and the def2-TZVPD basis",
  "elements": ["S", "O", "N", "N", "C", "C", "H", "H", "H"],
  "xyz": [[-0.61, -1.47, 0.57], [0.55, 0.76, 2.54], [0.72, 1.10, 0.21], [-0.22, -0.65, -0.92], [0.43, 0.49, -0.90], [0.58, 0.80, 1.40], [0.73, 0.97, -1.82], [-0.38, -1.14, -1.81], [-1.80, -0.85, 0.74]],
  "e_homo_ev": -15.7,
  "charge": 1,
  "smiles": "O=C=N/C=[NH+]\\S",
  "energy_ha": -660.65904,
  "homo_lumo_gap_ev": 10.10,
  "e_above_lowest_ev": 0.000
}

=====

# 4
{
  "formula": "C8H16Br8",
  "method": "the ωB97M-V functional and the def2-TZVPD basis",
  "elements": ["Br", "Br", "Br", "Br", "Br", "Br", "Br", "Br", "C", "C", "C", "C", "C", "C", "C", "C", "H", "H", "H", "H", "H", "H", "H", "H", "H", "H", "H", "H", "H", "H", "H", "H"],
  "xyz": [[19.88, -15.91, -20.00], [7.76, -28.57, -8.49], [12.21, -21.94, -13.93], [17.82, -12.06, -17.99], [12.98, -18.03, -16.18], [18.38, -20.03, -11.53], [22.66, -18.12, -12.11], [7.18, -28.41, -13.26], [12.28, -19.25, -14.84], [18.60, -14.74, -19.06], [20.01, -18.87, -11.32], [21.17, -19.45, -12.09], [12.37, -20.60, -15.41], [7.45, -27.91, -11.34], [19.21, -13.39, -18.54], [7.51, -29.13, -10.41], [12.80, -19.12, -13.89], [18.20, -15.22, -18.17], [17.82, -14.56, -19.80], [20.78, -19.48, -13.11], [19.88, -12.98, -19.31], [19.74, -17.88, -11.68], [11.22, -19.09, -14.68], [19.82, -13.61, -17.67], [8.27, -29.90, -10.58], [11.86, -20.89, -16.32], [21.64, -20.36, -11.71], [6.69, -27.13, -11.23], [8.30, -27.25, -11.21], [6.51, -29.55, -10.26], [13.40, -20.58, -15.77], [20.20, -18.81, -10.25]],
  "e_homo_ev": -10.5,
  "smiles": "BrCCBr.BrCCBr.BrCCBr.BrCCBr",
  "energy_ha": -20906.48912,
  "homo_lumo_gap_ev": 10.79,
  "e_above_lowest_ev": 1.640
}

=====

# 5
{
  "formula": "C20H41O4PSSi",
  "method": "the ωB97M-V functional and the def2-TZVPD basis",
  "elements": ["S", "P", "Si", "O", "O", "O", "O", "C", "C", "C", "C", "C", "C", "C", "C", "C", "C", "C", "C", "C", "C", "C", "C", "C", "C", "C", "C", "H", "H", "H", "H", "H", "H", "H", "H", "H", "H", "H", "H", "H", "H", "H", "H", "H", "H", "H", "H", "H", "H", "H", "H", "H", "H", "H", "H", "H", "H", "H", "H", "H", "H", "H", "H", "H", "H", "H", "H", "H"],
  "xyz": [[1.34, 2.76, -0.18], [1.20, 1.56, 1.40], [1.22, -0.52, 0.55], [3.15, 0.40, 4.74], [-3.42, 2.38, -7.80], [-2.75, 1.39, -5.09], [3.20, 0.27, 7.70], [2.98, -0.67, -0.31], [-1.62, -0.90, -0.37], [-0.07, -0.67, -0.86], [4.54, -2.36, 1.22], [-3.77, 3.04, -6.58], [-2.81, -0.33, -1.40], [-2.12, -1.65, 1.00], [-3.76, -1.81, 1.26], [3.01, -1.83, -1.48], [2.88, 1.44, 6.93], [2.94, -1.01, 4.72], [4.58, -0.06, 7.63], [-4.42, -0.48, -1.15], [-4.91, -1.26, 0.21], [-6.54, -1.44, 0.41], [-2.74, 2.77, -5.48], [4.22, -0.80, 0.76], [-4.17, 1.19, -8.00], [2.23, 1.07, 5.60], [-1.67, 0.66, -5.66], [3.13, 0.38, -0.87], [-1.58, 0.84, -6.73], [4.89, -3.04, 0.32], [-3.00, 3.36, -4.60], [1.93, 1.99, 5.09], [-4.17, -2.36, 2.23], [-3.79, 4.11, -6.79], [1.06, -1.48, 1.63], [-7.07, -0.40, 0.66], [3.59, -2.78, 1.74], [2.17, 2.02, 7.52], [-5.15, -0.05, -1.96], [2.05, -1.25, 4.14], [2.43, 1.81, 2.16], [1.33, 0.47, 5.76], [-1.74, 3.08, -5.80], [3.78, 2.06, 6.78], [-2.47, 0.21, -2.40], [5.49, -2.28, 1.94], [0.23, -1.59, -1.54], [5.16, 0.64, 8.23], [-6.96, -1.74, -0.66], [2.83, -1.27, -2.51], [-1.32, -2.09, 1.76], [-0.02, 0.31, -1.51], [-5.19, 1.44, -8.30], [-4.78, 2.75, -6.25], [2.85, -1.42, 5.73], [-4.19, 0.56, -7.11], [0.00, 1.85, 2.15], [-0.74, 0.93, -5.15], [4.95, -0.06, 6.60], [4.11, -0.05, 1.67], [-1.86, -0.40, -5.50], [-6.85, -2.31, 1.13], [4.03, -2.40, -1.58], [4.71, -1.07, 8.04], [3.80, -1.48, 4.24], [-3.70, 0.63, -8.81], [2.15, -2.62, -1.36], [5.19, -0.43, 0.17]],
  "e_homo_ev": -8.1,
  "smiles": "CC[C@@H](C)[Si@H](Cc1ccc(C)cc1)[PH2]=S.COCCOC.COCCOC",
  "energy_ha": -2116.17335,
  "homo_lumo_gap_ev": 8.45
}

=====

# 6
{
  "formula": "C3H6ClNO2",
  "method": "the ωB97M-V functional and the def2-TZVPD basis",
  "elements": ["Cl", "O", "O", "N", "C", "C", "C", "H", "H", "H", "H", "H", "H"],
  "xyz": [[-1.76, -0.83, 0.90], [2.71, -0.56, 2.92], [-1.34, 2.94, -0.66], [1.03, -1.15, 1.35], [0.16, -0.73, -1.14], [-0.36, -1.39, -0.01], [1.90, -0.86, 2.15], [-0.50, -1.22, -1.90], [1.18, -0.96, -1.50], [-0.35, -2.47, -0.01], [-2.05, 3.60, -0.71], [-0.02, 0.47, -1.23], [-0.59, 3.16, -0.16]],
  "e_homo_ev": -9.2,
  "energy_ha": -783.24395,
  "homo_lumo_gap_ev": 9.37,
  "e_above_lowest_ev": 2.966
}

=====

# 7
{
  "formula": "C5H10Cl3NOSi",
  "method": "the ωB97M-V functional and the def2-TZVPD basis",
  "elements": ["Cl", "Cl", "Cl", "Si", "O", "N", "C", "C", "C", "C", "C", "H", "H", "H", "H", "H", "H", "H", "H", "H", "H"],
  "xyz": [[-1.47, -1.04, -2.24], [-0.78, -4.51, 0.39], [1.74, -0.86, -1.75], [0.10, 0.90, 0.20], [0.68, -1.92, 1.29], [-0.51, -3.01, -0.43], [1.77, 1.42, 1.00], [0.24, -2.06, 0.13], [-0.25, 2.22, -1.12], [-1.43, 0.44, 1.21], [0.36, -0.80, -0.72], [-0.78, 1.88, -1.91], [1.65, 1.75, 2.02], [0.66, 2.34, -1.65], [2.34, 0.51, 0.99], [-2.34, 0.69, 0.63], [-0.68, 3.08, -0.67], [2.32, 2.12, 0.41], [-0.72, -3.15, -1.43], [-1.44, -0.71, 1.35], [-1.46, 0.71, 2.28]],
  "e_homo_ev": -10.3,
  "energy_ha": -1996.52272,
  "homo_lumo_gap_ev": 8.85,
  "e_above_lowest_ev": 0.000
}

=====

# 8
{
  "formula": "C4H9OP",
  "method": "the ωB97M-V functional and the def2-TZVPD basis",
  "elements": ["P", "O", "C", "C", "C", "C", "H", "H", "H", "H", "H", "H", "H", "H", "H"],
  "xyz": [[2.30, -0.22, -1.47], [-0.30, 0.30, 1.68], [-0.29, -1.54, 0.10], [1.24, 0.61, -0.13], [-0.09, 0.02, 0.35], [-1.18, 0.84, -0.22], [1.55, 1.55, 0.30], [-1.94, 1.22, 0.55], [2.92, 0.94, -1.73], [-0.42, -0.58, 2.20], [-0.81, 1.79, -0.55], [-1.69, 0.45, -1.18], [-0.35, -1.64, -1.02], [0.37, -2.03, 0.75], [-1.31, -1.70, 0.38]],
  "e_homo_ev": -8.7,
  "smiles": "[H]/P=C/C(C)(C)O",
  "energy_ha": -574.27836,
  "homo_lumo_gap_ev": 8.44,
  "e_above_lowest_ev": 2.724
}

=====

# 9
{
  "formula": "C5H6BrF",
  "method": "the ωB97M-V functional and the def2-TZVPD basis",
  "elements": ["Br", "F", "C", "C", "C", "C", "C", "H", "H", "H", "H", "H", "H"],
  "xyz": [[1.42, -2.46, -1.52], [1.02, -1.55, 1.02], [-0.60, -0.50, -0.54], [0.24, 1.22, 0.48], [0.52, 0.48, -0.79], [0.59, -1.35, -0.24], [-0.99, 0.31, 0.71], [-1.93, 0.83, 0.57], [-1.01, -0.24, 1.65], [1.02, 1.16, 1.25], [-0.02, 2.27, 0.32], [-1.35, -0.86, -1.24], [1.09, 0.69, -1.67]],
  "e_homo_ev": -8.1,
  "energy_ha": -2867.88520,
  "homo_lumo_gap_ev": 9.01,
  "e_above_lowest_ev": 1.257
}

=====

# 10
{
  "formula": "C2H5BO",
  "method": "the ωB97M-V functional and the def2-TZVPD basis",
  "elements": ["O", "C", "C", "B", "H", "H", "H", "H", "H"],
  "xyz": [[1.97, 0.44, -0.01], [1.21, -0.49, -0.02], [-0.29, -0.44, 0.00], [-0.93, 1.00, -0.03], [1.61, -1.53, -0.05], [-1.81, 1.24, -0.76], [-0.58, -0.92, 0.94], [-0.64, -1.11, -0.79], [-0.54, 1.82, 0.71]],
  "e_homo_ev": -10.0,
  "smiles": "BCC=O",
  "energy_ha": -179.24162,
  "homo_lumo_gap_ev": 10.13,
  "e_above_lowest_ev": 2.525
}